Model i:
C3H9N | ωB97M-V/def2-TZVPD

Cartesian coordinates (Å):
1 C 3.226 -0.848 -0.404
2 N 3.135 -1.246 0.770
3 C 1.785 -1.235 1.402
4 H 4.118 -0.806 -1.017
5 H 2.359 -0.501 -0.980
6 H 1.038 -0.598 1.008
7 H 1.814 -0.841 2.445
8 H 1.647 -2.422 1.289
9 C -3.856 1.707 -0.845
10 H -3.494 0.983 -0.143
11 H -4.639 2.435 -0.652
12 H -4.160 1.103 -1.698
13 H -2.972 2.269 -1.175

## Properties
**Gap between HOMO and LUMO**: 10.60 eV
**SMILES string**: C=NC.C
**Net charge**: 0


Model ii:
C3H9N | ωB97M-V/def2-TZVPD

Cartesian coordinates (Å):
1 C 1.052 0.524 1.130
2 C -0.334 0.002 0.860
3 N -0.710 0.447 -0.544
4 C -0.316 -0.511 -1.570
5 H 1.092 1.616 1.124
6 H 1.811 0.086 0.479
7 H 1.200 0.154 2.183
8 H -1.041 0.461 1.557
9 H -0.392 -1.087 0.956
10 H -1.718 0.588 -0.603
11 H -0.884 -1.445 -1.483
12 H -0.512 -0.091 -2.563
13 H 0.752 -0.744 -1.525

## Properties
**Gap between HOMO and LUMO**: 10.00 eV
**SMILES string**: CCNC
**Net charge**: 0


Calculated relative energies: model i 123.3; model ii 0.0, given in kJ/mol


Model i:
CH6N2O2S | ωB97M-V/def2-TZVPD

Cartesian coordinates (Å):
1 N 0.882 -1.090 -2.568
2 S 1.079 -0.495 -1.189
3 O 1.497 0.893 -1.213
4 O -0.117 -0.697 -0.201
5 C -0.549 0.235 1.016
6 N -1.375 1.197 0.411
7 H 0.991 -2.127 -2.614
8 H 2.134 -0.921 -0.318
9 H -1.162 -0.444 1.827
10 H 0.331 0.792 1.481
11 H -0.880 1.967 -0.009
12 H -2.085 0.786 -0.073

## Properties
**Gap between HOMO and LUMO**: 10.50 eV
**SMILES string**: N=[S@@H](=O)OCN
**Net charge**: 0


Model ii:
CH6N2O2S | ωB97M-V/def2-TZVPD

Cartesian coordinates (Å):
1 C 0.693 -1.124 0.684
2 O -0.371 -0.196 0.755
3 S -1.064 0.252 -0.575
4 N -2.500 0.575 -0.153
5 N -0.167 1.646 -0.952
6 O -0.755 -0.644 -1.666
7 H 0.478 -1.922 1.409
8 H 1.804 -0.782 0.955
9 H 0.614 -1.491 -0.439
10 H -2.984 1.172 -0.913
11 H -0.660 2.315 -1.573
12 H 0.103 2.101 -0.088

## Properties
**Gap between HOMO and LUMO**: 10.02 eV
**SMILES string**: CO[S@@](=N)(N)=O
**Net charge**: 0


Calculated relative energies: model i 53.7; model ii 0.0, given in kJ/mol


Model i:
CH6N2O2S | ωB97M-V/def2-TZVPD

Cartesian coordinates (Å):
1 C 0.678 0.801 0.657
2 N 0.902 0.450 -0.735
3 N -1.625 -1.012 -0.595
4 O -3.101 0.752 0.713
5 O -0.648 0.667 1.027
6 S -1.852 0.688 -0.048
7 H 1.148 1.233 -1.327
8 H 1.381 0.131 1.278
9 H 1.158 1.868 0.698
10 H 0.078 -0.002 -0.970
11 H -1.505 -0.992 -1.549
12 H -2.451 -1.569 -0.285

## Properties
**Gap between HOMO and LUMO**: 10.10 eV
**Net charge**: 0


Model ii:
CH6N2O2S | ωB97M-V/def2-TZVPD

Cartesian coordinates (Å):
1 C -2.727 2.076 -0.645
2 N 0.130 -0.260 -0.436
3 N 3.160 -1.584 0.426
4 O -0.652 -1.431 1.544
5 O -2.492 1.406 0.328
6 S -1.056 -0.847 0.295
7 H -2.265 1.879 -1.709
8 H -3.171 3.052 -0.501
9 H 3.917 -1.373 1.061
10 H -0.081 -0.081 -1.428
11 H 2.508 -2.088 0.962
12 H 2.729 -0.748 0.104

## Properties
**Gap between HOMO and LUMO**: 9.37 eV
**Net charge**: 0


Calculated relative energies: model i 0.0; model ii 12.2, given in kJ/mol


Model i:
C5H9NS | ωB97M-V/def2-TZVPD

Cartesian coordinates (Å):
1 N 0.715 0.163 1.404
2 C 0.666 0.011 0.017
3 C -0.342 1.088 -0.625
4 C -1.807 0.495 -0.053
5 S -1.561 -1.401 0.416
6 C 0.073 -1.403 -0.427
7 C 1.555 -1.217 -0.287
8 H -0.059 0.707 1.810
9 H 1.599 0.739 1.634
10 H -0.116 2.082 -0.182
11 H -0.311 1.131 -1.680
12 H -2.480 0.663 -0.899
13 H -2.032 0.987 1.014
14 H -0.075 -1.280 -1.458
15 H 2.034 -1.213 -1.274
16 H 2.141 -1.554 0.589

## Properties
**Gap between HOMO and LUMO**: 9.16 eV
**SMILES string**: N[C@]12CCS[C@@H]1C2
**Net charge**: 0


Model ii:
C5H9NS | ωB97M-V/def2-TZVPD

Cartesian coordinates (Å):
1 C -1.503 1.608 0.324
2 C -0.481 0.482 0.080
3 C 0.666 0.816 -0.837
4 C 1.590 -0.760 0.195
5 C 0.260 -0.578 0.823
6 H -2.445 1.485 1.027
7 H -1.929 1.973 -0.805
8 H -0.963 2.426 0.895
9 H 0.502 1.826 -1.281
10 H 0.643 0.083 -1.770
11 H 1.583 1.207 1.031
12 H 1.229 -1.191 -1.046
13 H 2.653 -1.211 0.735
14 H 0.234 -0.765 2.052
15 N 2.015 0.654 -0.042
16 S -1.175 -1.239 -0.253

## Properties
**Gap between HOMO and LUMO**: 9.57 eV
**Net charge**: 0


Calculated relative energies: model i 0.0; model ii 198.8, given in kJ/mol